(1)
Entry from OMol25: a molecular structure, C36H54MnN5O2P2 (wB97M-V/def2-TZVPD).

```
! wB97M-V def2-TZVPD RIJCOSX def2/J DEFGRID3
* xyz 3 4
C -1.416 -1.382 -2.404
C 0.691 -2.204 -1.797
C -1.473 -2.250 -3.489
C 0.565 -3.254 -2.745
C -0.513 -3.261 -3.604
H -2.305 -2.152 -4.186
H 1.385 -3.963 -2.831
H -0.610 -4.016 -4.380
N -0.429 -1.452 -1.480
P -2.619 -0.018 -0.375
P 2.406 -0.453 -0.296
C -2.474 -0.310 -2.192
H -2.175 0.625 -2.695
H -3.426 -0.606 -2.650
C 1.947 -1.838 -1.283
H 2.756 -2.515 -1.580
C 3.728 0.241 -1.594
C 3.404 -1.102 1.257
C -3.401 1.709 -0.258
C -3.776 -1.477 0.068
C 3.766 1.755 -1.345
H 4.234 1.999 -0.381
H 4.355 2.242 -2.139
H 2.766 2.200 -1.338
C 5.131 -0.360 -1.453
H 5.610 -0.164 -0.490
H 5.126 -1.440 -1.649
H 5.770 0.093 -2.229
C 3.294 -0.083 -3.031
H 3.875 0.542 -3.729
H 3.457 -1.141 -3.275
H 2.237 0.126 -3.203
C 4.254 0.055 1.806
H 3.618 0.908 2.086
H 4.771 -0.294 2.713
H 5.017 0.419 1.111
C 2.432 -1.512 2.366
H 1.819 -0.671 2.710
H 1.783 -2.337 2.059
H 3.022 -1.869 3.225
C 4.230 -2.341 0.907
H 5.035 -2.150 0.194
H 4.701 -2.707 1.833
H 3.587 -3.138 0.515
C -4.277 -1.267 1.504
H -4.930 -2.112 1.769
H -3.448 -1.259 2.228
H -4.867 -0.347 1.617
C -3.007 -2.812 0.008
H -2.685 -3.056 -1.012
H -2.135 -2.821 0.668
H -3.691 -3.608 0.342
C -4.961 -1.614 -0.901
H -5.610 -2.420 -0.525
H -5.568 -0.707 -0.976
H -4.639 -1.913 -1.908
C -2.538 2.714 -1.043
H -2.533 2.511 -2.122
H -2.959 3.723 -0.904
H -1.498 2.726 -0.691
C -3.417 2.144 1.216
H -2.418 2.102 1.667
H -3.773 3.185 1.270
H -4.094 1.534 1.828
C -4.828 1.705 -0.821
H -4.877 1.308 -1.845
H -5.530 1.155 -0.180
H -5.186 2.746 -0.860
Mn -0.266 -0.174 0.045
C -0.515 -1.212 1.468
O -0.647 -1.980 2.363
N 0.246 1.106 -1.253
C 0.640 1.314 -2.355
C 0.724 2.238 -3.442
C 0.514 3.593 -3.133
C 0.978 1.850 -4.772
C 0.547 4.552 -4.144
H 0.339 3.870 -2.091
C 1.055 2.825 -5.767
H 1.121 0.794 -5.000
C 0.832 4.172 -5.460
H 0.355 5.594 -3.894
H 1.288 2.532 -6.791
H 0.878 4.929 -6.246
C 2.607 4.247 2.405
N 1.633 3.228 2.772
C 1.388 2.937 4.072
C 0.383 2.068 4.368
C -0.293 1.465 3.284
N 0.173 1.489 2.028
C 1.024 2.536 1.722
O 1.287 2.890 0.564
N -1.495 0.869 3.518
H 3.477 3.788 1.919
H 2.935 4.772 3.304
H 2.164 4.957 1.699
H 1.996 3.470 4.802
H 0.068 1.856 5.383
H -1.821 0.839 4.476
H -1.794 0.091 2.934
*
```

Results
M, g/mol: 705.7
Frontier orbital gap (alpha / beta), eV: 5.83 / 5.84
⟨S²⟩: 3.90

(2)
Entry from OMol25: 9 unconnected molecules or ions with the total composition C36H54O12S2 (wB97M-V/def2-TZVPD).

```
! wB97M-V def2-TZVPD RIJCOSX def2/J DEFGRID3
* xyz 0 1
C 1.577 1.337 -0.691
S 0.969 2.145 0.783
O 1.270 3.596 0.731
C -0.730 2.175 0.246
H 2.638 1.131 -0.526
H 1.462 1.973 -1.562
H 1.120 0.357 -0.770
H -0.878 2.895 -0.554
H -1.340 2.425 1.118
H -1.166 1.207 -0.042
C 0.444 -1.894 1.128
S 0.426 -3.652 0.784
O 1.698 -4.200 1.290
C -0.821 -4.109 1.971
H -0.548 -1.455 0.934
H 1.121 -1.371 0.464
H 0.687 -1.748 2.180
H -1.741 -3.558 1.798
H -0.446 -3.818 2.965
H -0.948 -5.186 2.029
C 6.442 1.534 -3.867
C 5.420 2.409 -3.512
C 4.934 2.434 -2.220
C 5.552 1.641 -1.271
C 6.532 0.732 -1.614
C 6.968 0.662 -2.927
H 6.807 1.570 -4.888
H 4.975 3.005 -4.303
H 4.199 3.159 -1.897
H 5.253 1.695 -0.226
H 6.952 0.006 -0.929
H 7.748 -0.031 -3.224
C -3.034 4.817 0.713
C -4.155 4.331 0.089
C -4.255 4.486 -1.264
C -3.329 5.241 -1.944
C -2.266 5.837 -1.274
C -2.107 5.604 0.083
H -2.892 4.633 1.779
H -4.922 3.873 0.690
H -5.164 4.201 -1.787
H -3.454 5.363 -3.015
H -1.582 6.490 -1.806
H -1.282 6.014 0.647
O -1.846 4.045 6.372
C -1.201 3.795 5.386
O -0.682 4.775 4.587
C 0.268 4.195 3.642
C 0.679 2.832 4.257
C -0.677 2.462 4.897
H 1.106 4.827 3.381
H -0.317 3.996 2.736
H 1.408 2.885 5.059
H 0.908 2.164 3.439
H -0.625 1.724 5.691
H -1.256 2.001 4.090
O 0.453 -0.020 -3.929
C 0.527 -1.193 -3.703
O 1.398 -2.000 -4.381
C 1.300 -3.389 -3.961
C 0.345 -3.409 -2.721
C -0.211 -1.988 -2.637
H 2.304 -3.723 -3.677
H 0.958 -4.094 -4.725
H 0.873 -3.656 -1.792
H -0.419 -4.185 -2.748
H -0.178 -1.509 -1.670
H -1.261 -1.993 -2.949
O 3.690 -1.167 0.407
C 4.493 -2.011 0.155
O 5.510 -2.293 1.008
C 6.343 -3.292 0.477
C 6.053 -3.281 -1.034
C 4.588 -2.916 -1.044
H 6.048 -4.256 0.909
H 7.404 -3.188 0.676
H 6.283 -4.212 -1.549
H 6.729 -2.519 -1.431
H 3.899 -3.753 -0.921
H 4.319 -2.390 -1.961
O -6.530 -0.639 1.857
C -5.655 -1.344 2.285
O -5.678 -2.693 2.139
C -4.413 -3.317 2.555
C -3.631 -2.193 3.294
C -4.428 -0.878 3.076
H -3.915 -3.599 1.623
H -4.598 -4.154 3.218
H -2.542 -2.166 3.190
H -3.643 -2.370 4.383
H -3.919 -0.156 2.453
H -4.713 -0.588 4.075
O -2.816 -3.110 -0.540
C -3.560 -2.286 -1.001
O -3.693 -1.061 -0.470
C -4.490 -0.182 -1.335
C -5.289 -1.131 -2.245
C -4.444 -2.431 -2.210
H -3.794 0.400 -1.944
H -5.117 0.434 -0.708
H -5.334 -0.682 -3.232
H -6.291 -1.281 -1.855
H -3.788 -2.476 -3.083
H -5.067 -3.315 -2.173
*
```

Results
M, g/mol: 742.9
Frontier orbital gap, eV: 9.38